Model 1:
A structure of composition C5H9NO2. Source: the Open Molecules 2025 dataset; level of theory: ωB97M-V/def2-TZVPD.

Geometry as XYZ:
```
17
Properties=species:S:1:pos:R:3:mulliken_charge:R:1
C 1.1991 -0.1996 0.0975 -0.788
C 0.2724 0.6438 2.1008 0.376
C -0.3227 -0.0859 -0.2242 1.642
C -0.5933 1.1527 -1.0749 -1.437
C -0.6967 -1.3958 -0.9225 -1.615
N 1.4496 0.4594 1.4030 -0.306
O -1.0258 0.0278 1.0047 -0.598
O 0.9967 -0.3773 2.4916 -0.336
H 1.4436 -1.3408 0.1952 0.355
H 1.8673 0.2424 -0.7484 0.310
H -0.0357 1.5828 2.7180 0.320
H -0.8248 2.0398 -0.5153 0.370
H -1.6125 1.1475 -1.5470 0.356
H 0.2453 1.2965 -1.8347 0.246
H -0.2569 -1.4550 -1.8643 0.385
H -1.7854 -1.4689 -1.0276 0.377
H -0.3204 -2.2694 -0.2518 0.344
```

Results
- orbital gap (hartree) = 0.38792

***

Model 2:
The molecule C5H9NO2. Source: the Open Molecules 2025 dataset; level of theory: ωB97M-V/def2-TZVPD.

Geometry as XYZ:
```
17
Properties=species:S:1:pos:R:3:mulliken_charge:R:1
C -1.9252 -1.1296 -0.7484 -1.042
C -0.4711 -0.8685 -1.0198 0.731
O -0.0053 -0.4131 -2.0756 -0.582
C 0.4540 -1.3191 0.0247 0.338
O 1.2005 -2.2115 0.2872 -0.516
C 0.6837 0.3473 0.7133 0.438
C -0.0142 1.6094 0.2569 -1.475
N 2.1043 0.4894 0.7016 -0.524
H -2.4265 -0.1879 -0.5192 0.260
H -2.3833 -1.5863 -1.6290 0.326
H -2.0776 -1.8290 0.0782 0.341
H 0.3452 0.0897 1.7210 0.191
H -1.1015 1.5243 0.3002 0.314
H 0.2607 2.4446 0.9105 0.444
H 0.3161 1.9119 -0.7416 0.380
H 2.4600 1.4412 0.6311 0.174
H 2.5801 -0.3128 1.1091 0.202
```

Results
- orbital gap (hartree) = 0.32869
- SMILES = CC(=O)C(=O)[C@H](C)N

***

Model 3:
The molecule C5H9NO2. Source: the Open Molecules 2025 dataset; level of theory: ωB97M-V/def2-TZVPD.

Geometry as XYZ:
```
17
Properties=species:S:1:pos:R:3:mulliken_charge:R:1
C -1.3956 0.1473 -0.3481 -0.268
C 0.4880 1.2779 1.0328 -1.554
C -0.0931 -0.0976 0.7441 1.263
N -2.4477 -0.8034 -0.1949 -0.642
C 0.9371 -0.7546 -0.6471 -0.152
C 2.1016 -0.2380 -1.0800 -0.682
O -0.5192 -0.0848 -1.3437 -0.362
O -0.2713 -0.9871 1.5797 -0.603
H -1.7597 1.1765 -0.2985 0.460
H -2.1061 -1.7402 -0.3809 0.285
H -2.7830 -0.7959 0.7651 0.263
H 0.7786 -1.8246 -0.6300 0.314
H -0.1145 1.7448 1.8129 0.370
H 1.5135 1.1328 1.3788 0.391
H 0.4884 1.8999 0.1412 0.389
H 2.9234 -0.8834 -1.3680 0.270
H 2.2599 0.8303 -1.1636 0.260
```

Results
- orbital gap (alpha / beta) (hartree) = 0.23052 / 0.23102

***

Which structure wins on stability? model 2 wins.

***

Model 1:
A structure of composition C5H9NO2. Source: the Open Molecules 2025 dataset; level of theory: ωB97M-V/def2-TZVPD.

Geometry as XYZ:
```
17
Properties=species:S:1:pos:R:3:mulliken_charge:R:1
C -0.1082 -0.3047 0.4744 0.503
C -1.3977 0.3871 0.3166 -0.528
C 0.2229 1.4113 -0.9447 -0.393
C 0.2320 -0.0514 -1.0143 -0.337
C 0.2229 -1.7250 0.1026 -0.803
H 1.7024 -0.0278 0.8763 0.390
H 0.9593 -0.2302 2.3164 0.271
H -2.2492 -0.0567 -0.1784 0.282
H -1.6599 0.9461 1.2649 0.295
H 0.8771 1.7073 -0.1060 0.355
H 0.4131 1.9736 -1.9947 0.284
H -0.5693 -0.3285 -1.6042 0.523
H -0.5173 -2.2609 -0.3168 0.382
H 0.9754 -2.1057 0.7009 0.403
N 0.8290 0.2579 1.4563 -0.704
O -1.1024 1.4882 -0.4133 -0.378
O 1.1699 -1.0807 -0.9359 -0.543
```

Results
- orbital gap (hartree) = 0.37332

***

Model 2:
The molecule C5H9NO2. Source: the Open Molecules 2025 dataset; level of theory: ωB97M-V/def2-TZVPD.

Geometry as XYZ:
```
17
Properties=species:S:1:pos:R:3:mulliken_charge:R:1
C -0.8706 0.1940 1.0039 -0.588
C 0.0849 -0.1933 2.1123 -0.946
C 0.0926 -0.1981 -1.2448 1.066
C -0.3562 -1.4680 -0.9487 -1.231
C 0.3829 1.9695 -0.3546 -0.397
O 0.6107 0.2362 -2.4588 -0.550
O 0.0061 -2.3818 -1.9118 -0.377
N -0.0629 0.7492 -0.2863 0.044
H 1.4370 -0.2348 -2.6122 0.323
H -0.4265 -3.2180 -1.7103 0.413
H -1.4785 1.0597 1.2664 0.402
H -1.5092 -0.6342 0.6978 0.327
H 0.8780 2.3179 -1.2466 0.301
H 0.2257 2.6341 0.4774 0.266
H 0.7303 -1.0097 1.8164 0.313
H 0.7216 0.6547 2.3975 0.296
H -0.4659 -0.4774 3.0023 0.336
```

Results
- orbital gap (alpha / beta) (hartree) = 0.28519 / 0.28517

***

Model 3:
A cluster of 2 separate species, C5H9NO2 in total. Source: the Open Molecules 2025 dataset; level of theory: ωB97M-V/def2-TZVPD.

Geometry as XYZ:
```
17
Properties=species:S:1:pos:R:3:mulliken_charge:R:1
C -2.1144 -1.6540 -0.1747 -0.770
C -1.8983 -0.3745 -0.2453 -0.465
C -0.6365 0.2708 0.1531 0.898
C -0.5980 1.7680 -0.0177 -1.259
C 1.7201 -0.1616 0.3296 0.105
N 0.3877 -0.4592 0.2254 -0.325
O 2.4895 -1.3416 0.1933 -0.528
O 2.3481 0.8114 -0.4062 -0.429
H -2.8522 -2.0185 -0.7436 0.384
H -1.2205 -2.2120 0.0431 0.256
H -2.6559 0.3506 -0.4292 0.308
H 0.3444 2.0802 0.4329 0.386
H -0.6091 1.9724 -1.0582 0.304
H -1.4996 2.3367 0.4725 0.361
H 1.7648 0.3927 1.7947 0.170
H 1.9126 -2.1333 0.2254 0.320
H 3.1173 0.3720 -0.7951 0.285
```

Results
- orbital gap (hartree) = 0.32783

***

Which structure wins on stability? model 3 wins.

***

Model 1:
A cluster of 2 separate species, C5H9NO2 in total. Source: the Open Molecules 2025 dataset; level of theory: ωB97M-V/def2-TZVPD.

Geometry as XYZ:
```
17
Properties=species:S:1:pos:R:3:mulliken_charge:R:1
C -0.7885 -0.7033 -1.3902 -1.344
C -0.7810 -0.1993 0.0673 0.705
C -0.7263 -1.2872 1.0539 -1.432
C -0.7558 1.0621 0.4537 -0.141
O -0.9460 2.2135 -0.2297 -0.511
H -0.5541 -1.8039 -1.5029 0.341
H -0.0656 -0.1623 -1.9778 0.319
H -1.7148 -0.3404 -1.8304 0.415
H -1.1133 -0.9452 2.0346 0.380
H 0.2880 -1.5861 1.1883 0.289
H -1.3252 -2.1748 0.7781 0.364
H -0.4535 1.1898 1.5553 0.286
H -1.7342 2.1553 -0.7786 0.319
N 2.9955 1.2739 0.3704 -0.510
C 2.6399 0.2484 -0.1178 0.616
O 2.5770 -0.7498 -0.6955 -0.400
H 2.4577 1.8093 1.0212 0.303
```

Results
- orbital gap (hartree) = 0.34265
- SMILES = CC(C)=CO.N=C=O

***

Model 2:
The molecule C5H9NO2. Source: the Open Molecules 2025 dataset; level of theory: ωB97M-V/def2-TZVPD.

Geometry as XYZ:
```
17
Properties=species:S:1:pos:R:3:mulliken_charge:R:1
C -1.5931 -0.1811 -0.8035 -0.629
C 2.5580 0.0187 0.2671 -1.295
C -0.0405 -0.9927 -0.3622 0.503
C 1.0937 0.1152 0.5195 0.857
N -2.5719 -0.1794 0.2160 -0.417
C 0.2888 1.2401 0.4792 -0.843
O 0.3297 -0.9977 0.9928 -0.373
O 0.0829 -2.0156 -1.0405 -0.578
H -2.6524 -1.0796 0.6802 0.195
H -3.1546 0.6488 0.2281 0.203
H -1.8241 -0.8885 -1.5999 0.299
H -1.4467 0.7710 -1.3050 0.443
H 2.9218 -0.9991 0.4200 0.375
H 2.7703 0.3060 -0.7666 0.290
H 3.1174 0.7035 0.9115 0.338
H -0.5435 1.3901 1.1591 0.316
H 0.6641 2.1401 0.0042 0.314
```

Results
- orbital gap (alpha / beta) (hartree) = 0.30562 / 0.30565

***

Which structure wins on stability? model 1 wins.

***

Model 1:
A cluster of 2 separate species, C5H9NO2 in total. Source: the Open Molecules 2025 dataset; level of theory: ωB97M-V/def2-TZVPD.

Geometry as XYZ:
```
17
Properties=species:S:1:pos:R:3:mulliken_charge:R:1
C 1.1989 0.5403 -1.4364 -1.736
C -1.0518 -0.4957 1.5811 -1.551
C -1.1588 1.1941 -0.7777 0.043
C 0.0002 0.3003 -0.5597 0.852
C 0.1246 -0.2933 0.6809 0.777
N 1.3824 -0.4078 1.2661 -0.493
O -1.4537 -0.6420 -1.4703 -0.679
O -1.9713 1.8241 -0.2270 -0.346
H -1.0716 -0.6395 -2.3593 0.299
H 2.1499 -0.6821 0.6736 0.213
H 1.3992 -0.8571 2.1664 0.247
H 1.9425 1.1456 -0.9083 0.446
H 0.9206 1.0494 -2.3571 0.428
H 1.6674 -0.4067 -1.7146 0.383
H -1.9450 -0.7112 0.9973 0.373
H -1.2556 0.4054 2.1750 0.259
H -0.8779 -1.3240 2.2699 0.487
```

Results
- orbital gap (alpha / beta) (hartree) = 0.23460 / 0.25789

***

Model 2:
The molecule C5H9NO2. Source: the Open Molecules 2025 dataset; level of theory: ωB97M-V/def2-TZVPD.

Geometry as XYZ:
```
17
Properties=species:S:1:pos:R:3:mulliken_charge:R:1
C 0.1748 2.1124 -0.3480 -1.368
C 0.1513 0.6488 -0.1001 0.751
C 1.0219 -0.1580 0.8389 -0.545
C 0.9514 -1.2874 -0.2488 -0.176
O 0.4804 -2.5341 0.0847 -0.553
N 0.0356 -0.3980 -1.0563 -0.424
C -1.2965 -0.2346 -0.5991 -0.069
O -1.7941 -1.0050 0.4769 -0.569
H -0.2988 2.3365 -1.3020 0.348
H 1.2084 2.4726 -0.3579 0.337
H -0.3507 2.6580 0.4391 0.267
H 0.5393 -0.4619 1.7702 0.176
H 2.0071 0.2563 1.0553 0.342
H 1.8883 -1.4293 -0.7892 0.372
H -0.4049 -2.4282 0.4682 0.396
H -2.0145 -0.1050 -1.4041 0.412
H -2.2990 -0.4432 1.0720 0.303
```

Results
- orbital gap (hartree) = 0.31712
- SMILES = C[C@]12C[C@@H](O)N1[C@H]2O

***

Which structure wins on stability? model 2 wins.

***

Model 1:
The molecule C5H9NO2. Source: the Open Molecules 2025 dataset; level of theory: ωB97M-V/def2-TZVPD.

Geometry as XYZ:
```
17
Properties=species:S:1:pos:R:3:mulliken_charge:R:1
C -0.9476 1.5430 0.1477 -0.116
C -0.6948 0.0232 0.0788 1.688
C -1.5194 -0.7944 1.0676 -1.515
C -1.0756 -0.2732 -1.3835 -1.542
C 2.5747 1.1559 0.2718 -0.771
N 1.3261 0.8906 -0.3498 -0.366
O -1.8977 2.2248 0.1315 -0.342
O 0.6563 -0.1366 0.3318 -0.203
H -1.1906 -0.5936 2.0833 0.390
H -1.3862 -1.8530 0.8608 0.373
H -2.5707 -0.5402 0.9720 0.372
H -0.4393 0.3107 -2.0415 0.404
H -2.1185 -0.0337 -1.5680 0.371
H -0.9089 -1.3317 -1.5694 0.379
H 2.7740 2.2228 0.1620 0.288
H 2.5914 0.8755 1.3295 0.341
H 3.3711 0.6087 -0.2481 0.250
```

Results
- orbital gap (alpha / beta) (hartree) = 0.28450 / 0.33742

***

Model 2:
The molecule C5H9NO2. Source: the Open Molecules 2025 dataset; level of theory: ωB97M-V/def2-TZVPD.

Geometry as XYZ:
```
17
Properties=species:S:1:pos:R:3:mulliken_charge:R:1
C 0.3554 1.0822 -0.1583 0.602
C 1.1218 -0.0930 -0.5637 -0.925
C -1.0203 1.3503 -0.6757 -1.310
C 0.7780 -0.8461 0.8184 0.704
C -0.3108 -1.8972 0.6287 -0.217
O 1.0854 2.1076 0.2977 -0.430
N -0.9963 -2.0125 -0.4265 -0.563
O 1.7144 -1.0760 1.6224 -0.714
H 0.5158 2.8203 0.6195 0.339
H -0.0194 0.1449 1.1810 -0.052
H -1.6669 -2.7781 -0.3662 0.233
H 0.7133 -0.6062 -1.4297 0.438
H 2.1929 0.0780 -0.5871 0.359
H -0.3954 -2.5389 1.5116 0.419
H -1.5905 1.9912 0.0000 0.425
H -0.9288 1.8612 -1.6418 0.375
H -1.5486 0.4123 -0.8303 0.317
```

Results
- orbital gap (alpha / beta) (hartree) = 0.31377 / 0.31374

***

Which structure wins on stability? model 2 wins.

***

Model 1:
A structure of composition C3H3Cl3S2. Source: the Open Molecules 2025 dataset; level of theory: ωB97M-V/def2-TZVPD.

Geometry as XYZ:
```
11
Properties=species:S:1:pos:R:3:mulliken_charge:R:1
C -1.9144 0.3830 0.7341 -0.015
C -0.8484 1.0083 0.3492 0.058
C 1.2238 -1.0237 0.1655 0.143
S 0.4965 -1.2505 -1.4155 -0.122
S 2.6854 -0.0524 0.6271 -0.119
Cl -3.5630 0.7382 0.1914 -0.177
Cl -0.3955 2.4325 -0.3924 -0.101
Cl 0.8097 -2.3699 1.0921 -0.155
H -1.7499 -0.6747 1.0377 0.236
H 0.7004 -0.1068 -2.1529 0.141
H 2.5554 0.9161 -0.2363 0.112
```

Results
- orbital gap (alpha / beta) (hartree) = 0.32139 / 0.23722

***

Model 2:
The molecule C3H3Cl3S2. Source: the Open Molecules 2025 dataset; level of theory: ωB97M-V/def2-TZVPD.

Geometry as XYZ:
```
11
Properties=species:S:1:pos:R:3:mulliken_charge:R:1
C 0.8808 -1.1916 1.6243 -0.956
S 1.1049 -0.4062 0.0233 0.131
C -0.5046 0.1674 -0.3200 -0.081
S -1.8118 -0.0742 0.6042 -0.163
C -0.5578 1.0924 -1.5796 0.401
Cl -2.1480 1.1028 -2.3245 -0.106
Cl 0.6321 0.6001 -2.8070 -0.143
Cl -0.1561 2.7431 -1.0180 -0.094
H 0.5302 -0.4863 2.3518 0.343
H 0.1574 -1.9875 1.5359 0.334
H 1.8730 -1.5600 1.9097 0.333
```

Results
- orbital gap (hartree) = 0.30757
- SMILES = CSC(=S)C(Cl)(Cl)Cl

***

Which structure wins on stability? model 2 wins.